# 1
The following is a quantum chemistry calculation of a molecular structure, C16H15O7S8SbTc, from the Open Molecules 2025 dataset.

Structure (XYZ):
```
48
C16H15O7S8SbTc ωB97M-V with the def2-TZVPD basis set
Sb 4.67 -2.82 -0.43
Tc 1.31 -0.88 0.40
S 2.82 -2.54 1.13
S 3.83 -3.72 -2.37
S 4.48 2.93 -1.14
S 0.20 -0.56 2.99
S 3.30 0.38 -0.15
S 6.28 -4.00 0.69
S -1.93 1.26 0.85
S 0.74 2.36 -0.40
O -1.19 2.52 1.10
O 0.78 -0.96 4.24
O 0.91 0.50 2.27
O -3.22 1.48 0.24
O -1.10 0.31 0.12
O 2.00 2.32 -1.44
O -0.05 -1.64 2.01
C -0.25 -2.91 -4.90
C 1.28 -1.64 -3.55
C 3.23 1.88 -0.88
C 0.93 4.05 0.18
C -0.97 -3.26 -3.76
C -4.05 0.58 4.18
C -3.17 0.01 5.08
C -3.63 0.89 2.90
C 0.87 -2.10 -4.79
C 0.56 -1.98 -2.41
C -1.44 0.04 3.39
C -2.32 0.64 2.49
C 0.96 -1.49 -1.12
C -0.57 -2.79 -2.52
C -1.87 -0.26 4.68
C -0.44 2.57 -1.72
H 1.46 4.00 1.13
H -0.06 4.47 0.33
H -1.12 -3.06 -1.62
H -1.16 -0.73 5.35
H 1.52 4.58 -0.56
H -0.56 -3.27 -5.87
H -0.09 3.37 -2.36
H -5.08 0.78 4.47
H 2.18 -1.05 -3.44
H -4.31 1.35 2.19
H -0.44 1.62 -2.26
H 1.45 -1.85 -5.67
H -1.84 -3.90 -3.84
H -1.42 2.77 -1.30
H -3.48 -0.23 6.09
```

Properties
**E_HOMO (alpha / beta)**: -0.94 / -1.81 eV
**2S+1**: 2
**Kohn-Sham gap (alpha / beta)**: 4.77 / 5.64 eV
**Total charge**: -2
**Relative energy (zero: lowest compared OMol25 entry of this formula, charge and spin)**: 148.2 kJ/mol



# 2
The following is a quantum chemistry calculation of C4H6O2 in the gas phase, from the Open Molecules 2025 dataset.

Structure (XYZ):
```
12
C4H6O2 ωB97M-V with the def2-TZVPD basis set
O 2.07 1.57 1.04
O -0.11 -1.82 -1.25
C -0.99 -1.02 -1.08
C 0.15 0.15 0.87
C 1.56 0.59 0.56
C -0.76 0.29 -0.36
H -2.04 -1.25 -1.36
H 0.23 -0.90 1.17
H -0.32 0.98 -1.07
H -0.19 0.74 1.71
H -1.70 0.75 -0.08
H 2.12 -0.08 -0.14
```

Properties
**E_HOMO**: -9.92 eV
**Structure (SMILES)**: O=CCCC=O
**2S+1**: 1
**Kohn-Sham gap**: 10.68 eV
**Total charge**: 0
**Relative energy (zero: lowest compared OMol25 entry of this formula, charge and spin)**: 114.0 kJ/mol



# 3
The following is a quantum chemistry calculation of 5 unconnected molecules or ions with the total composition CH14N2O4, from the Open Molecules 2025 dataset.

Structure (XYZ):
```
21
CH14N2O4 ωB97M-V with the def2-TZVPD basis set
O -0.88 -0.32 -1.92
O 1.68 1.73 -1.63
O 0.77 -2.96 -1.61
O 0.16 -2.34 1.12
N -1.07 0.27 0.97
N -0.14 2.53 0.88
C -0.18 1.24 1.57
H -0.37 3.27 1.51
H -0.22 -1.40 1.25
H 0.45 -3.85 -1.76
H -2.01 0.44 1.23
H 0.83 0.83 1.57
H -1.10 0.39 -0.02
H 1.25 1.01 -1.18
H 0.73 -2.42 1.89
H -0.35 -1.17 -1.94
H 0.98 1.99 -2.27
H -1.79 -0.57 -2.16
H -0.46 1.40 2.61
H 0.96 -2.81 -0.64
H 0.75 2.73 0.54
```

Properties
**E_HOMO**: -9.67 eV
**Structure (SMILES)**: NCN.O.O.O.O
**2S+1**: 1
**Kohn-Sham gap**: 10.37 eV
**Total charge**: 0
**Relative energy (zero: lowest compared OMol25 entry of this formula, charge and spin)**: 38.9 kJ/mol



# 4
The following is a quantum chemistry calculation of a gas-phase ion, C12H11N2O (charge +1), from the Open Molecules 2025 dataset.

Structure (XYZ):
```
26
C12H11N2O ωB97M-V with the def2-TZVPD basis set
O 2.42 2.67 0.41
N -2.31 -1.65 0.62
N -2.20 1.89 -0.13
C 2.14 -2.29 -0.12
C 0.18 2.49 -0.37
C -3.01 0.79 0.18
C 0.49 -0.47 -0.10
C -2.13 -0.45 -0.14
C 1.61 0.47 0.01
C 0.80 -1.86 -0.16
C -0.79 0.10 -0.16
C 1.47 1.96 0.11
C 3.15 -1.39 0.09
C 2.85 -0.03 0.21
C -0.98 1.52 -0.28
H 3.73 0.65 0.39
H -3.24 -2.10 0.68
H 2.48 -3.30 -0.24
H -0.11 3.45 -0.12
H -3.24 0.91 1.22
H 0.47 2.65 -1.43
H 4.17 -1.68 -0.08
H -2.48 -0.68 -1.16
H 0.15 -2.62 -0.30
H -1.59 -1.85 1.29
H -4.03 0.80 -0.44
```

Properties
**E_HOMO**: -13.11 eV
**2S+1**: 1
**Kohn-Sham gap**: 6.46 eV
**Total charge**: +1
**Relative energy (zero: lowest compared OMol25 entry of this formula, charge and spin)**: 48.4 kJ/mol